(1)
# C6H16SSi

2 unconnected molecules or ions with the total composition C6H16SSi at a distorted geometry (ωB97M-V/def2-TZVPD, the OMol25 dataset).

```
24
Properties=species:S:1:pos:R:3:forces:R:3:mulliken_charge:R:1
C -1.8644 -0.1072 0.1807 0.98 0.54 0.57 -1.531
C -0.5054 -0.2747 -1.8421 -1.50 -0.94 -1.37 -2.004
C -0.7527 -2.2267 -0.3061 1.23 -0.24 0.88 -1.910
C 0.1456 3.2575 -0.4157 6.04 1.04 0.72 -1.111
C 1.3632 -0.1418 2.3224 2.64 1.34 -3.09 -1.257
C -0.5267 -0.6948 -0.4245 -1.98 -0.27 2.28 1.831
Si 0.9837 0.0743 0.4369 0.71 0.70 0.53 0.260
S 2.9006 -0.5573 -0.5333 -1.26 0.11 -0.39 -0.356
H -2.4421 0.1489 -0.6769 -0.80 0.28 -0.55 0.398
H -2.4505 -0.8554 0.7387 0.49 0.53 0.21 0.329
H -1.6823 0.8520 0.7265 -0.37 -0.81 -0.07 0.379
H -0.8978 0.6855 -2.1753 0.08 0.13 0.63 0.285
H -1.0750 -1.0580 -2.3549 -0.39 0.32 -0.34 0.455
H 0.4267 -0.4155 -2.2491 2.55 0.01 -1.16 0.564
H 0.1063 -2.7481 -0.6802 0.53 -0.41 -0.78 0.453
H -0.7238 -2.5833 0.7560 -0.65 0.54 -0.67 0.440
H -1.6415 -2.5965 -0.8511 0.25 0.41 0.41 0.436
H -0.0179 3.7357 0.4714 -0.77 0.89 2.44 0.362
H 1.1485 3.6393 -0.8073 -1.79 -1.09 -0.17 0.282
H -0.6317 2.8978 -0.8950 -3.29 -1.66 -2.78 0.428
H 1.5762 -1.1561 2.4907 0.86 -1.42 0.26 0.386
H 2.2315 0.5646 2.5236 -0.67 -1.22 -0.31 0.256
H 0.6831 0.1185 3.0099 -3.06 1.14 2.18 0.512
H 3.6463 -0.5585 0.5546 0.16 0.06 0.59 0.112
```
Forces are in eV/Å.

Values from the calculation:
* ΔE to the lowest compared entry with this formula, charge and spin: 3.238 eV
* max |F|: 6.17 eV/Å
* Kohn-Sham gap (alpha / beta): 8.43 / 7.29 eV

=====

(2)
# C6H16Si4

C6H16Si4 in the gas phase at a distorted geometry (ωB97M-V/def2-TZVPD, the OMol25 dataset).

```
26
Properties=species:S:1:pos:R:3:forces:R:3:mulliken_charge:R:1
C 1.2160 -1.8698 0.2466 -0.36 0.33 0.32 -0.637
Si 1.7607 -0.3320 -0.7074 -0.70 0.52 0.48 0.333
C 1.7663 1.1936 0.4212 -0.76 -1.20 -0.44 -0.788
Si 0.0576 1.4096 1.1728 0.41 -0.39 0.60 0.308
C -0.5892 -0.1688 2.0997 0.87 0.42 -1.41 -0.745
Si -0.5593 -1.6214 0.8922 -0.28 0.89 -0.28 0.319
C -1.7936 -1.0882 -0.4588 0.44 0.48 0.42 -0.721
Si -1.2885 0.4695 -1.4068 0.98 -0.90 0.63 0.321
C 0.4332 0.0265 -2.0190 0.58 -0.18 -0.39 -0.672
C -1.0697 1.8988 -0.2414 -0.35 -0.12 0.42 -0.701
H 1.2245 -2.7430 -0.4236 0.18 0.12 0.27 0.316
H 1.8898 -2.0297 1.1189 -0.35 -0.12 -0.57 0.298
H 3.1426 -0.5047 -1.1793 0.12 -0.14 -0.45 -0.252
H 2.5352 1.0988 1.1581 0.49 -0.12 0.71 0.417
H 2.0148 2.0649 -0.1630 0.00 0.45 -0.35 0.327
H 0.2418 2.5369 2.0950 -0.33 0.25 0.36 -0.274
H 0.0023 -0.4648 2.9521 0.28 0.29 0.49 0.384
H -1.5928 0.0678 2.4104 -0.54 -0.07 0.25 0.318
H -1.0706 -2.8351 1.5428 -0.01 -0.31 0.10 -0.257
H -1.8330 -1.8787 -1.1874 -0.30 -0.49 -0.49 0.307
H -2.7761 -0.9792 0.0119 0.00 -0.15 -0.04 0.348
H -2.2101 0.7304 -2.5083 -0.26 0.15 -0.33 -0.244
H 0.8000 0.8768 -2.6100 0.03 -0.16 -0.15 0.284
H 0.3783 -0.8572 -2.6789 -0.03 0.32 -0.01 0.310
H -2.0472 2.1992 0.1256 -0.26 0.06 0.24 0.352
H -0.6329 2.7996 -0.6634 0.14 0.06 -0.36 0.350
```
Forces are in eV/Å.

Values from the calculation:
* ΔE to the lowest compared entry with this formula, charge and spin: 0.000 eV
* max |F|: 1.71 eV/Å
* SMILES: C1[SiH]2C[SiH]3C[SiH]1C[SiH](C2)C3
* Kohn-Sham gap: 10.24 eV

=====

> Look up the max |F| of the first one.

6.17 eV/Å

=====

What did the first record say?
# C6H16SSi

2 unconnected molecules or ions with the total composition C6H16SSi at a distorted geometry (ωB97M-V/def2-TZVPD, the OMol25 dataset).

```
24
Properties=species:S:1:pos:R:3:forces:R:3:mulliken_charge:R:1
C -1.8644 -0.1072 0.1807 0.98 0.54 0.57 -1.531
C -0.5054 -0.2747 -1.8421 -1.50 -0.94 -1.37 -2.004
C -0.7527 -2.2267 -0.3061 1.23 -0.24 0.88 -1.910
C 0.1456 3.2575 -0.4157 6.04 1.04 0.72 -1.111
C 1.3632 -0.1418 2.3224 2.64 1.34 -3.09 -1.257
C -0.5267 -0.6948 -0.4245 -1.98 -0.27 2.28 1.831
Si 0.9837 0.0743 0.4369 0.71 0.70 0.53 0.260
S 2.9006 -0.5573 -0.5333 -1.26 0.11 -0.39 -0.356
H -2.4421 0.1489 -0.6769 -0.80 0.28 -0.55 0.398
H -2.4505 -0.8554 0.7387 0.49 0.53 0.21 0.329
H -1.6823 0.8520 0.7265 -0.37 -0.81 -0.07 0.379
H -0.8978 0.6855 -2.1753 0.08 0.13 0.63 0.285
H -1.0750 -1.0580 -2.3549 -0.39 0.32 -0.34 0.455
H 0.4267 -0.4155 -2.2491 2.55 0.01 -1.16 0.564
H 0.1063 -2.7481 -0.6802 0.53 -0.41 -0.78 0.453
H -0.7238 -2.5833 0.7560 -0.65 0.54 -0.67 0.440
H -1.6415 -2.5965 -0.8511 0.25 0.41 0.41 0.436
H -0.0179 3.7357 0.4714 -0.77 0.89 2.44 0.362
H 1.1485 3.6393 -0.8073 -1.79 -1.09 -0.17 0.282
H -0.6317 2.8978 -0.8950 -3.29 -1.66 -2.78 0.428
H 1.5762 -1.1561 2.4907 0.86 -1.42 0.26 0.386
H 2.2315 0.5646 2.5236 -0.67 -1.22 -0.31 0.256
H 0.6831 0.1185 3.0099 -3.06 1.14 2.18 0.512
H 3.6463 -0.5585 0.5546 0.16 0.06 0.59 0.112
```
Forces are in eV/Å.

Values from the calculation:
* ΔE to the lowest compared entry with this formula, charge and spin: 3.238 eV
* max |F|: 6.17 eV/Å
* Kohn-Sham gap (alpha / beta): 8.43 / 7.29 eV

=====

Please write out number 1 again, unchanged.
# C6H16SSi

2 unconnected molecules or ions with the total composition C6H16SSi at a distorted geometry (ωB97M-V/def2-TZVPD, the OMol25 dataset).

```
24
Properties=species:S:1:pos:R:3:forces:R:3:mulliken_charge:R:1
C -1.8644 -0.1072 0.1807 0.98 0.54 0.57 -1.531
C -0.5054 -0.2747 -1.8421 -1.50 -0.94 -1.37 -2.004
C -0.7527 -2.2267 -0.3061 1.23 -0.24 0.88 -1.910
C 0.1456 3.2575 -0.4157 6.04 1.04 0.72 -1.111
C 1.3632 -0.1418 2.3224 2.64 1.34 -3.09 -1.257
C -0.5267 -0.6948 -0.4245 -1.98 -0.27 2.28 1.831
Si 0.9837 0.0743 0.4369 0.71 0.70 0.53 0.260
S 2.9006 -0.5573 -0.5333 -1.26 0.11 -0.39 -0.356
H -2.4421 0.1489 -0.6769 -0.80 0.28 -0.55 0.398
H -2.4505 -0.8554 0.7387 0.49 0.53 0.21 0.329
H -1.6823 0.8520 0.7265 -0.37 -0.81 -0.07 0.379
H -0.8978 0.6855 -2.1753 0.08 0.13 0.63 0.285
H -1.0750 -1.0580 -2.3549 -0.39 0.32 -0.34 0.455
H 0.4267 -0.4155 -2.2491 2.55 0.01 -1.16 0.564
H 0.1063 -2.7481 -0.6802 0.53 -0.41 -0.78 0.453
H -0.7238 -2.5833 0.7560 -0.65 0.54 -0.67 0.440
H -1.6415 -2.5965 -0.8511 0.25 0.41 0.41 0.436
H -0.0179 3.7357 0.4714 -0.77 0.89 2.44 0.362
H 1.1485 3.6393 -0.8073 -1.79 -1.09 -0.17 0.282
H -0.6317 2.8978 -0.8950 -3.29 -1.66 -2.78 0.428
H 1.5762 -1.1561 2.4907 0.86 -1.42 0.26 0.386
H 2.2315 0.5646 2.5236 -0.67 -1.22 -0.31 0.256
H 0.6831 0.1185 3.0099 -3.06 1.14 2.18 0.512
H 3.6463 -0.5585 0.5546 0.16 0.06 0.59 0.112
```
Forces are in eV/Å.

Values from the calculation:
* ΔE to the lowest compared entry with this formula, charge and spin: 3.238 eV
* max |F|: 6.17 eV/Å
* Kohn-Sham gap (alpha / beta): 8.43 / 7.29 eV

=====

> What is the max |F| in the first record?

6.17 eV/Å